An isolated ion of composition C8H12NO and charge +1. Source: OMol25; level of theory: wB97M-V/def2-TZVPD.

CARTESIAN COORDINATES (ANGSTROEM)
C -2.126 -0.525 -1.730
C -0.989 -0.193 -0.888
C -0.318 -1.038 -0.058
C 0.672 -0.476 0.889
C 1.624 -1.690 0.470
N 0.538 -2.328 -0.268
O 0.441 -3.357 -0.851
C 0.644 1.024 0.309
C 0.904 2.006 1.482
C -0.769 1.154 -0.307
H -2.166 -1.488 -2.065
H -2.057 0.036 -2.679
H -3.065 -0.340 -1.272
H 0.218 -0.346 1.923
H 2.284 -1.427 -0.410
H 1.951 -2.264 1.266
H 1.562 1.021 -0.395
H 0.110 1.881 2.333
H 0.642 3.082 1.048
H 2.007 1.882 1.740
H -0.733 1.921 -1.063
H -1.373 1.465 0.526

Results
HOMO (alpha / beta) ... -0.516 / -0.516 Ha
LUMO (alpha / beta) ... -6.46 / -6.46 eV
SMILES string ... CC1=C2[C@@H](C[N+]2=O)[C@H](C)C1
HOMO-LUMO gap (alpha / beta) ... 7.6 / 7.6 eV
Energy relative to the best compared isomer or geometry (same formula, charge and spin) ... 466.8 kJ/mol
Net charge ... +1